Run P
The ion C3H3N2O2 with charge -1, computed with ωB97M-V/def2-TZVPD.

Properties
net charge = -1
lowest unoccupied orbital energy = 4.363 eV
highest occupied orbital energy = -4.392 eV

Cartesian coordinates (Å):
O  -2.149  1.884  0.206
O  -3.668  0.250  -0.308
N  -1.916  -1.646  0.787
N  -1.914  -1.962  -0.415
C  -0.088  0.007  0.108
C  -2.562  0.705  0.029
C  -1.501  -0.425  0.160
H  0.001  1.149  0.304
H  0.536  -0.689  0.883
H  0.272  -0.290  -0.827

---

Run Q
The ion C3H3N2O2 with charge -1, computed with ωB97M-V/def2-TZVPD.

Properties
net charge = -1
lowest unoccupied orbital energy = 4.493 eV
highest occupied orbital energy = -2.504 eV

Cartesian coordinates (Å):
O  -1.118  1.539  -2.022
O  1.095  -1.793  -1.725
N  -0.036  0.016  1.135
N  0.589  -1.019  0.406
C  -0.724  0.971  0.304
C  0.589  -0.994  -0.942
C  -0.622  1.078  -0.982
H  -1.476  1.349  0.973
H  0.655  0.598  1.656
H  1.048  -1.746  1.196

---

Relative energies, in hartree, with the most stable structure set to zero: run P 0.0000; run Q 0.0751.